No. 1
{
  "formula": "C28H27Cl2FeN9O8S3",
  "method": "ωB97M-V with the def2-TZVPD basis set",
  "elements": ["Fe", "Cl", "Cl", "S", "S", "S", "O", "O", "O", "O", "O", "O", "O", "O", "N", "N", "N", "N", "N", "N", "N", "N", "N", "C", "C", "C", "C", "C", "C", "C", "C", "C", "C", "C", "C", "C", "C", "C", "C", "C", "C", "C", "C", "C", "C", "C", "C", "C", "C", "C", "C", "H", "H", "H", "H", "H", "H", "H", "H", "H", "H", "H", "H", "H", "H", "H", "H", "H", "H", "H", "H", "H", "H", "H", "H", "H", "H", "H"],
  "positions_angstrom": [[-1.1117, -1.1324, 0.6023], [-3.7758, -0.5895, 2.9313], [-5.4264, -1.6425, -2.1706], [-1.1758, -2.7941, 4.8217], [-3.1677, -1.9973, -0.0048], [-0.1131, -5.2703, -1.0244], [-0.6455, 5.1694, -4.2913], [-1.3422, -0.8695, -3.8869], [-0.8418, 2.6809, 1.3441], [0.7191, -0.2511, 0.9795], [-0.7306, 5.8651, -2.2542], [-0.9412, -0.2821, -1.3289], [-0.5441, 0.5683, -5.2665], [-1.8737, 0.8375, 0.9222], [-0.7407, 4.9863, -3.0943], [-0.1125, -2.8529, -2.2624], [-0.9302, -0.2269, 3.9538], [-0.8859, -1.9987, 2.4202], [-0.9760, 0.2517, -4.1747], [-1.2634, 1.8510, 0.5600], [2.7332, -2.6089, 0.1761], [-0.5354, -2.9955, 0.0425], [3.1914, -3.9007, -0.2232], [4.5574, 1.9957, -0.7634], [-5.6058, -0.9100, -0.6045], [-4.8725, -0.4223, 1.5845], [-6.7683, -0.1905, -0.3873], [-0.8687, 2.5732, -3.5516], [-0.9727, 1.2743, -3.1245], [-6.0210, 0.3125, 1.8216], [1.4665, 0.1376, 0.0883], [-0.9955, -1.5498, 3.6359], [-0.6420, -3.9408, 1.0520], [-1.0837, -3.9883, 3.5702], [-0.8633, 3.6127, -2.6292], [-0.4315, -5.2168, 0.6741], [2.1980, 1.2561, 2.7511], [4.9582, 2.5034, 0.4741], [3.0276, 0.7476, -2.2747], [2.6433, 0.9595, 0.2566], [3.0180, 1.4783, 1.5105], [-0.9071, -3.3832, 2.3783], [-1.0487, 0.8970, -1.7317], [3.4126, 1.2333, -0.8970], [-0.9824, 3.3613, -1.2794], [-4.5909, -1.0541, 0.3661], [-1.1032, 2.0546, -0.8572], [4.1767, 2.2390, 1.5900], [6.2035, 3.3325, 0.5806], [-0.2790, -3.5469, -1.1089], [-6.9770, 0.4346, 0.8282], [4.4718, 2.6434, 2.5514], [7.0667, 2.7826, 0.2025], [4.1187, -3.8702, -0.6329], [-6.1590, 0.7714, 2.7907], [-1.4013, 0.0704, 4.7916], [-0.2755, -3.3585, -3.1184], [-7.8796, 1.0044, 1.0027], [2.9461, -0.3397, -2.3325], [3.0932, -1.8796, -0.4330], [-1.0507, 0.3961, 3.1639], [2.5466, -4.2613, -0.9146], [3.7777, 1.0599, -2.9983], [-0.4420, -6.1085, 1.2758], [3.0716, -2.4276, 1.1125], [1.1727, 1.5872, 2.5981], [6.4035, 3.6199, 1.6112], [-0.9931, 4.1699, -0.5635], [-1.1407, -5.0391, 3.7942], [2.0684, 1.1632, -2.5941], [-0.5421, -1.9280, -2.2499], [2.6225, 1.8151, 3.5844], [-7.4983, -0.1212, -1.1819], [1.2410, -0.1815, -0.9388], [2.1486, 0.2007, 3.0214], [-0.7890, 2.7813, -4.6078], [6.1101, 4.2415, -0.0161], [5.1541, 2.2099, -1.6427]],
  "gap_ev": [5.5, 5.5],
  "charge": 0,
  "e_homo_ev": [-6.924, -6.930]
}

No. 2
{
  "formula": "C28H27CoN4O2S",
  "method": "ωB97M-V with the def2-TZVPD basis set",
  "elements": ["Co", "S", "O", "O", "N", "N", "N", "N", "C", "C", "C", "C", "C", "C", "C", "C", "C", "C", "C", "C", "C", "C", "C", "C", "C", "C", "C", "C", "C", "C", "C", "C", "C", "C", "C", "C", "H", "H", "H", "H", "H", "H", "H", "H", "H", "H", "H", "H", "H", "H", "H", "H", "H", "H", "H", "H", "H", "H", "H", "H", "H", "H", "H"],
  "positions_angstrom": [[-0.3736, 0.3311, 0.6952], [1.1861, 1.7276, -0.6523], [1.1127, -1.2371, 0.8163], [-1.5200, -0.4413, -0.6590], [-1.8497, 1.7944, 1.0136], [0.3471, 4.1535, 0.0034], [1.8946, 3.2265, 1.4130], [-0.2708, 0.4670, 2.6775], [3.2929, -0.9877, -0.2049], [5.9743, -0.1981, -0.1496], [2.0034, -3.6856, 4.0722], [1.1337, 3.1242, 0.3200], [5.1826, -0.1230, 1.0191], [0.2927, -0.4300, 3.5213], [3.4826, -1.4941, -2.5914], [-4.8307, 0.9857, -2.7024], [1.9578, -3.3077, 1.7044], [2.1643, -1.8372, -2.6383], [1.3840, -2.4762, 4.2740], [-3.0263, -0.6048, -2.4417], [0.9978, -1.6145, 3.2065], [-4.1217, -0.1460, -3.1314], [-4.4004, 1.6290, -1.5667], [2.2868, -4.1296, 2.7779], [5.4326, -0.6530, -1.3154], [-2.5474, 0.0499, -1.2821], [3.8736, -0.5093, 0.9963], [0.2510, 5.3884, 0.7530], [-3.2680, 1.2039, -0.8550], [-1.2240, 1.3588, 3.3089], [-2.9369, 1.9232, 0.3624], [1.9307, -1.3734, -0.3028], [1.3544, -2.0888, 1.9155], [1.3667, -1.7759, -1.4717], [4.0747, -1.0557, -1.3781], [-1.6628, 2.4311, 2.3059], [-0.4941, 6.0228, 0.2823], [5.6224, 0.2350, 1.9414], [1.7146, -2.1550, -3.5695], [1.9235, 4.0491, 1.9893], [3.2736, -0.4613, 1.8954], [-4.4469, -0.6758, -4.0190], [2.7601, -5.0855, 2.6044], [-0.2345, 4.0059, -0.8045], [-0.7942, 1.8559, 4.1908], [0.1424, -0.2649, 4.5888], [2.4630, 2.4319, 1.6536], [-0.0618, 5.2052, 1.7842], [4.0957, -1.5371, -3.4834], [-2.4897, -1.4870, -2.7669], [7.0125, 0.1060, -0.1151], [6.0321, -0.7083, -2.2163], [-5.7008, 1.3327, -3.2418], [0.3093, -2.0055, -1.4906], [2.1898, -3.6148, 0.6930], [-3.7089, 2.6035, 0.7441], [-2.5683, 2.9451, 2.6481], [-4.9433, 2.4931, -1.1966], [2.2663, -4.2987, 4.9250], [-0.8596, 3.1714, 2.2078], [-2.1110, 0.8080, 3.6553], [1.1581, -2.1511, 5.2831], [1.2017, 5.9269, 0.7550]],
  "gap_ev": [5.0, 7.7],
  "charge": 0,
  "multiplicity": 5,
  "e_homo_ev": [-4.859, -7.511]
}

No. 3
{
  "formula": "C28H27F12N3O2SiTi",
  "method": "ωB97M-V with the def2-TZVPD basis set",
  "elements": ["Ti", "Si", "F", "F", "F", "F", "F", "F", "F", "F", "F", "F", "F", "F", "O", "O", "N", "N", "N", "C", "C", "C", "C", "C", "C", "C", "C", "C", "C", "C", "C", "C", "C", "C", "C", "C", "C", "C", "C", "C", "C", "C", "C", "C", "C", "C", "C", "H", "H", "H", "H", "H", "H", "H", "H", "H", "H", "H", "H", "H", "H", "H", "H", "H", "H", "H", "H", "H", "H", "H", "H", "H", "H", "H"],
  "positions_angstrom": [[-0.0563, -0.1742, -0.1827], [-2.3414, -1.5647, 0.1063], [0.9149, 1.0454, 3.9364], [2.2062, 1.8993, -1.2822], [2.3403, -1.4886, -3.7656], [2.9267, -0.1236, -1.3047], [1.9262, 3.1830, 2.5332], [1.0113, 3.6431, 0.6325], [0.5717, -0.8486, -4.8313], [2.4163, 0.2477, -5.0175], [-0.5573, 2.5642, 4.3076], [0.1061, 4.3451, 2.4604], [3.4470, 1.2359, -2.9029], [-1.1635, 0.5996, 3.6026], [0.6561, 0.9818, 1.3816], [0.5028, -0.5973, -2.1441], [1.2725, -2.9868, -0.5891], [-0.6657, 1.7069, -0.9595], [1.1262, -2.0109, 0.4952], [-1.0608, 3.5130, -2.5359], [1.6269, -0.4069, -4.1258], [-2.0809, -3.4228, 0.5564], [2.4329, 0.8565, -2.0798], [-1.3967, -6.1048, 1.2015], [-0.2274, 1.5497, 3.4498], [-4.9301, 3.3163, 2.5301], [-0.2478, 3.4047, -4.8030], [0.3771, 2.2110, -4.4599], [-1.8349, -5.7747, -0.0742], [-2.9811, 2.3527, -0.5800], [-2.1708, -4.4610, -0.3838], [0.3041, 1.6270, -3.2004], [-0.9445, 4.0592, -3.7947], [-3.4850, -1.6706, -1.4301], [-3.5807, -1.0381, 1.4758], [-1.6688, 2.1501, -0.1040], [-3.8132, 2.8951, 1.6105], [0.7453, 3.2890, 1.8926], [-0.5063, 2.2517, -2.1898], [1.1375, 0.3734, -2.8603], [-2.5402, 2.6531, 2.0990], [-4.0190, 2.7177, 0.2454], [-1.4672, 2.2657, 1.2945], [-0.1023, 3.9937, -6.1833], [-1.3024, -5.1013, 2.1592], [-1.6372, -3.7927, 1.8360], [-0.0755, 1.9678, 1.9349], [0.7790, 4.6398, -6.2668], [-5.9018, 3.1453, 2.0623], [-0.9739, 4.5977, -6.4482], [-5.0163, 2.8447, -0.1671], [-3.8457, 0.0163, 1.3520], [-2.3867, 2.7660, 3.1626], [-1.5462, -3.0226, 2.5990], [-1.1253, -7.1251, 1.4481], [-1.4023, 5.0249, -3.9979], [-4.8668, 4.3793, 2.7836], [-4.5024, -1.6339, 1.4519], [-2.5054, -4.2290, -1.3900], [-3.8691, -0.6674, -1.6410], [-4.9047, 2.7542, 3.4659], [-3.1587, 2.1911, -1.6354], [1.1797, -2.4122, -1.4300], [-1.9112, -6.5446, -0.8355], [-3.1337, -1.1375, 2.4696], [2.0633, -1.8517, 0.8508], [-4.3438, -2.3408, -1.2907], [-0.0005, 3.2090, -6.9365], [0.9566, 1.7294, -5.2338], [0.6138, -2.4699, 1.2409], [-1.5894, 4.0602, -1.7676], [-2.9286, -1.9885, -2.3164], [-0.9599, -5.3438, 3.1602], [0.4117, -3.5275, -0.5617]],
  "gap_ev": [4.1, 6.0],
  "charge": -2,
  "multiplicity": 3,
  "e_homo_ev": [0.650, -1.305]
}

No. 4
{
  "formula": "C28H27N2",
  "method": "ωB97M-V with the def2-TZVPD basis set",
  "elements": ["N", "N", "C", "C", "C", "C", "C", "C", "C", "C", "C", "C", "C", "C", "C", "C", "C", "C", "C", "C", "C", "C", "C", "C", "C", "C", "C", "C", "C", "C", "H", "H", "H", "H", "H", "H", "H", "H", "H", "H", "H", "H", "H", "H", "H", "H", "H", "H", "H", "H", "H", "H", "H", "H", "H", "H", "H"],
  "positions_angstrom": [[-0.7016, -0.0214, -4.9090], [-1.0644, 0.4807, -0.8102], [-1.5330, -0.5956, -1.4587], [-2.8009, -1.6337, 1.4666], [4.2804, -3.0831, 2.3659], [1.9583, -2.3968, 2.5831], [-0.7736, 0.1332, -3.5834], [-1.4289, -0.8034, -2.7915], [-2.5372, -0.2866, 1.1982], [-0.0557, 0.9343, -5.8152], [-0.5022, 1.4855, -1.5788], [-0.2584, 1.2874, -2.9290], [-1.1304, -1.2223, -5.5973], [-4.8197, 0.2543, 1.9119], [1.0394, 2.3102, 1.1837], [2.9380, 3.0757, 3.0025], [4.5921, -1.8446, 1.7783], [1.1937, -0.1131, 1.8205], [-5.1029, -1.1186, 2.0261], [-4.1026, -2.0650, 1.7945], [2.2599, 4.0675, 2.2658], [1.6158, 1.3044, 1.9566], [-3.5030, 0.6571, 1.5693], [-0.0074, -0.5327, 1.3213], [2.5793, 1.7297, 2.9048], [3.5822, -0.9056, 1.5793], [1.3095, 3.6584, 1.3372], [2.9622, -3.3591, 2.7759], [2.2545, -1.1427, 2.0039], [-1.1277, 0.2975, 0.7351], [0.3880, 2.0232, 0.3786], [-4.2881, -3.1272, 2.0132], [-0.5967, 0.8454, -6.7866], [2.7005, -4.3292, 3.2396], [5.6186, -1.6252, 1.4601], [-1.1514, 1.3429, 1.0235], [-0.1755, -1.6050, 1.3266], [3.8122, 0.0428, 1.0905], [-1.8387, -0.9279, -6.3836], [-1.6068, -1.9384, -4.9386], [5.0442, -3.8557, 2.4790], [-2.0159, -2.3852, 1.3966], [-0.2262, 2.4581, -1.1274], [-6.0904, -1.4211, 2.4455], [0.8048, 4.3923, 0.7080], [2.4931, 5.1200, 2.4183], [1.0112, 0.6623, -5.9581], [-1.9834, -1.2914, -0.7435], [0.9324, -2.5897, 2.9274], [3.0329, 0.9801, 3.5712], [-3.2343, 1.7182, 1.5663], [-5.5487, 1.0238, 2.2154], [-1.8860, -1.7120, -3.1159], [-0.1320, 1.9639, -5.4382], [3.7558, 3.3647, 3.6678], [-0.2635, -1.7048, -6.0793], [0.3284, 2.0232, -3.4634]],
  "gap_ev": 7.9,
  "charge": 1,
  "smiles": "CN(C)c1cc[n+]([C@H](C=C(c2ccccc2)c2ccccc2)c2ccccc2)cc1",
  "e_homo_ev": -10.756
}

No. 5
{
  "formula": "C28H27N2PtTe",
  "method": "ωB97M-V with the def2-TZVPD basis set",
  "elements": ["Pt", "Te", "N", "N", "C", "C", "C", "C", "C", "C", "C", "C", "C", "C", "C", "C", "C", "C", "C", "C", "C", "C", "C", "C", "C", "C", "C", "C", "C", "C", "C", "C", "H", "H", "H", "H", "H", "H", "H", "H", "H", "H", "H", "H", "H", "H", "H", "H", "H", "H", "H", "H", "H", "H", "H", "H", "H", "H", "H"],
  "positions_angstrom": [[-0.4908, 0.2458, -1.2591], [-1.1099, -1.1573, 0.9722], [-2.4316, -0.1361, -3.4140], [-1.8915, -0.7715, -2.4713], [-0.5023, 1.2578, 2.8228], [0.6351, -0.7720, 3.4771], [-2.8582, -4.8585, -2.3065], [4.5652, -1.0689, -0.5389], [-0.2182, -0.0979, 2.5912], [2.2600, 0.5461, -0.4577], [-0.5922, 2.9514, -2.7687], [-3.7681, -3.9605, -2.8547], [-2.2070, 3.3195, -4.5415], [-0.9353, 1.5939, -2.6509], [-2.6027, 2.0042, -4.4386], [0.0751, 1.9035, 3.9122], [2.7246, -0.1087, 0.6841], [4.1216, -0.4168, -1.6830], [0.9244, 1.2498, 4.7928], [1.0252, 1.3853, -0.4381], [0.9952, -2.2210, 3.2858], [-1.3423, -3.0438, -1.8624], [-2.2528, -2.1546, -2.4158], [-1.4320, 2.0511, 1.9444], [3.8591, -0.9057, 0.6452], [1.5348, 1.9772, 5.9611], [-1.2002, 3.7844, -3.6923], [2.9877, 0.3774, -1.6403], [1.1898, -0.0899, 4.5583], [-1.6473, -4.3967, -1.8159], [-3.4697, -2.6116, -2.9170], [-1.9824, 1.1731, -3.5015], [0.8207, 1.7318, 0.5782], [-0.8880, 4.8213, -3.7586], [0.7672, 2.3214, 6.6584], [-0.1453, 2.9557, 4.0700], [2.0930, 2.8562, 5.6316], [4.6614, -0.5322, -2.6160], [-3.3942, 1.5969, -5.0557], [0.1732, 3.3672, -2.1262], [5.4497, -1.6934, -0.5706], [-0.9335, -5.0853, -1.3827], [1.4027, -2.3911, 2.2883], [1.8571, -0.6238, 5.2285], [2.2200, 1.3308, 6.5102], [-2.4717, 1.8771, 2.2351], [-1.2248, 3.1186, 2.0388], [4.1923, -1.4030, 1.5490], [-3.0992, -5.9132, -2.2573], [2.6353, 0.8698, -2.5403], [1.7294, -2.5338, 4.0308], [-4.1650, -1.9021, -3.3411], [-0.4031, -2.6696, -1.4771], [-1.3434, 1.7633, 0.8978], [-4.7198, -4.3148, -3.2314], [-2.6730, 3.9844, -5.2576], [2.1829, 0.0187, 1.6155], [0.1152, -2.8615, 3.3687], [1.1974, 2.2617, -1.0655]],
  "gap_ev": [5.9, 5.9],
  "charge": -1,
  "e_homo_ev": [-3.674, -3.675]
}

No. 6
{
  "formula": "C28H27N3SSiTi",
  "method": "ωB97M-V with the def2-TZVPD basis set",
  "elements": ["Ti", "S", "Si", "N", "N", "N", "C", "C", "C", "C", "C", "C", "C", "C", "C", "C", "C", "C", "C", "C", "C", "C", "C", "C", "C", "C", "C", "C", "C", "C", "C", "C", "C", "C", "H", "H", "H", "H", "H", "H", "H", "H", "H", "H", "H", "H", "H", "H", "H", "H", "H", "H", "H", "H", "H", "H", "H", "H", "H", "H", "H"],
  "positions_angstrom": [[-0.4672, -0.0186, -0.6625], [-3.5031, -3.6127, -0.7766], [0.2674, 0.1814, -3.8355], [-1.6586, -1.7958, -0.6173], [-0.1718, -2.9129, 2.5236], [0.2455, -1.1347, 1.2519], [-0.3528, -2.3530, 1.2971], [-3.3348, 1.0632, -6.7256], [1.4101, 0.2956, 4.5034], [3.4890, -0.1108, -6.3859], [-1.1185, 0.3056, -5.1312], [1.5311, -1.9673, -5.6679], [-2.7898, -2.1098, -1.2923], [-2.1207, 1.2067, -0.2488], [2.5353, 0.1952, -5.4155], [-0.0665, 2.0804, -0.9710], [0.8643, -0.9343, 2.5036], [0.0076, 1.8485, 0.4485], [1.4095, 0.2122, 3.1039], [0.6537, -2.0065, 4.7107], [-1.2494, 1.2956, 0.8852], [-1.3456, -2.7565, 0.3504], [-3.5108, 0.7764, -5.3725], [2.3725, -2.9575, -2.1012], [0.5717, -2.0407, 3.3169], [-1.3979, 1.6950, -1.4044], [1.0502, -0.7890, 5.3005], [-2.2219, -3.8135, 0.3950], [-2.1199, 0.7746, -7.3237], [-2.4347, 0.3089, -4.6064], [-1.0135, 0.3712, -6.5387], [2.5102, -2.2983, -6.6363], [1.5245, -0.7173, -5.0317], [3.5018, -1.3760, -6.9982], [4.2834, -1.6182, -7.7376], [1.0620, -0.6933, 6.3783], [-3.1723, 0.8966, -0.2476], [-1.7940, 1.8205, -2.4119], [-2.6196, -0.0562, -3.5741], [0.8627, 2.1168, 1.0870], [-4.1443, 1.4701, -7.3006], [0.7780, 1.6684, -3.8989], [-0.5761, -3.7874, 2.8369], [0.4071, -2.8945, 5.3026], [2.6939, -2.5822, -1.1146], [-1.5254, 1.1129, 1.9249], [-4.4805, 0.9105, -4.8904], [-3.2083, -1.4595, -2.0650], [2.5697, -2.2963, -2.9313], [-0.0643, 0.1089, -7.0433], [1.6979, 1.2269, 4.9767], [4.2407, 0.6383, -6.6518], [2.5637, 1.2009, -4.9881], [2.7141, -3.9145, -2.3273], [1.8117, 0.9867, 2.4562], [0.7524, 2.4382, -1.6100], [2.5326, -3.2813, -7.1183], [1.2761, -3.0309, -2.0274], [0.7805, -2.7268, -5.4767], [-2.1356, -4.6475, 1.0845], [-1.9916, 0.8615, -8.4066]],
  "gap_ev": [5.9, 5.9],
  "charge": 1,
  "multiplicity": 2,
  "e_homo_ev": [-9.797, -9.768]
}